[1]
# C2H4O3S

A 2-piece molecular cluster, C2H4O3S overall (ωB97M-V/def2-TZVPD, OMol25).

Structure (ORCA input):
```
! wB97M-V def2-TZVPD RIJCOSX def2/J DEFGRID3
* xyz 0 1
S 2.348 -0.345 -0.073
O 0.137 1.951 0.155
O -2.184 -0.327 -0.173
O -0.306 -1.655 0.081
C -0.871 -0.366 0.071
C -0.154 0.717 0.080
H -2.385 -1.277 -0.436
H 2.102 0.444 1.049
H 0.718 -1.384 -0.100
H 0.594 2.243 -0.653
*
```

Values from the calculation:
DFT total energy, hartree: -702.36598
HOMO-LUMO gap (spin up / spin down), eV: 7.726 / 7.724



[2]
# C3H11NO

A 2-piece molecular cluster, C3H11NO overall (ωB97M-V/def2-TZVPD, OMol25).

Structure (ORCA input):
```
! wB97M-V def2-TZVPD RIJCOSX def2/J DEFGRID3
* xyz 0 1
O -0.967 1.076 2.877
N 0.484 -0.346 -0.456
C -0.612 0.647 -0.356
C -0.061 -1.714 -0.816
C 1.425 0.106 -1.444
H 2.361 -0.465 -1.354
H -1.092 -1.608 -1.197
H 1.739 1.107 -1.196
H -0.894 1.622 2.078
H 0.008 -2.258 0.127
H -0.699 1.182 -1.297
H 0.607 -2.113 -1.572
H -0.310 1.418 0.359
H -1.466 0.161 0.100
H 1.113 -0.016 -2.483
H -1.647 0.436 2.622
*
```

Values from the calculation:
SMILES string: CN(C)C.O
DFT total energy, hartree: -250.84363
HOMO-LUMO gap, eV: 9.481



[3]
# C23H30N4O5

A 2-piece molecular cluster, C23H30N4O5 overall (ωB97M-V/def2-TZVPD, OMol25).

Structure (ORCA input):
```
! wB97M-V def2-TZVPD RIJCOSX def2/J DEFGRID3
* xyz 0 1
O -3.390 0.064 2.001
O 1.333 1.192 1.958
O -2.273 -1.935 1.939
O 1.772 -0.041 0.075
O 0.773 3.157 6.048
N 3.174 7.991 2.789
N -0.225 -0.348 1.006
N 2.632 4.039 4.102
N -1.206 0.175 1.583
C 1.411 -1.739 6.867
C 0.287 -0.904 6.976
C 3.651 0.265 -1.380
C 2.616 -1.238 6.357
C -4.686 -0.650 2.110
C 2.689 0.093 5.933
C 1.551 0.912 5.986
C 3.811 4.423 3.491
C 3.295 9.091 3.726
C -4.853 -1.311 3.445
C 1.568 2.350 5.511
C 3.995 5.698 3.026
C 3.125 0.566 0.011
C -5.730 0.411 1.809
C 2.496 2.727 4.518
C -2.319 -0.731 1.839
C 1.016 0.390 1.100
C 2.988 6.678 3.205
C 1.624 4.973 4.231
C 0.368 0.424 6.559
C 1.787 6.274 3.817
C 4.016 0.038 1.096
C 2.925 8.414 1.425
H 2.955 0.593 -2.157
H -4.871 -0.565 4.248
H -4.049 -2.029 3.622
H -4.702 -1.418 1.323
H 3.833 -0.809 -1.509
H 0.725 4.649 4.738
H 0.964 6.975 3.948
H -5.514 0.916 0.862
H 4.988 0.539 1.048
H 2.998 1.652 0.130
H 1.346 -2.779 7.188
H -5.805 -1.851 3.474
H 3.775 9.006 1.061
H 3.627 0.515 5.567
H -0.484 1.097 6.673
H 3.587 0.220 2.086
H 3.500 -1.876 6.286
H -6.726 -0.029 1.728
H 3.242 2.030 4.147
H 2.029 9.053 1.376
H 4.575 3.648 3.434
H 4.182 -1.039 0.965
H 4.941 5.966 2.558
H 2.780 7.549 0.768
H -0.653 -1.281 7.384
H 3.475 8.720 4.741
H 4.599 0.787 -1.543
H 2.388 9.715 3.721
H 4.141 9.727 3.425
H -5.756 1.167 2.602
*
```

Values from the calculation:
DFT total energy, hartree: -1489.54483
HOMO-LUMO gap, eV: 5.857



[4]
# C7H9N2O3

An isolated ion of composition C7H9N2O3 and charge -1 (ωB97M-V/def2-TZVPD, OMol25).

Structure (ORCA input):
```
! wB97M-V def2-TZVPD RIJCOSX def2/J DEFGRID3
* xyz -1 1
O 2.901 -0.151 -1.474
O -0.030 -0.207 1.618
O 4.117 -1.010 0.231
N 2.017 -0.318 0.641
N 0.165 0.207 -0.697
C 3.115 -0.498 -0.313
C 0.958 -0.311 2.540
C 0.719 -0.059 0.428
C -1.367 0.465 -0.671
C -2.262 -0.724 -0.472
C -1.810 1.199 -2.007
C 2.184 -0.350 2.016
H -1.578 -1.507 -0.796
H -1.167 2.125 -2.107
H 3.170 -0.249 2.496
H -2.853 1.375 -1.832
H -3.206 -0.628 -0.971
H -1.653 0.592 -2.969
H -1.480 1.227 0.163
H 0.605 -0.288 3.548
H -2.546 -0.892 0.628
*
```

Values from the calculation:
SMILES string: CC(C)/N=c1\occn1C(=O)[O-]
DFT total energy, hartree: -607.39938
HOMO-LUMO gap, eV: 7.589



[5]
# Ca4O4P

Ca4O4P as an isolated structure (ωB97M-V/def2-TZVPD, OMol25).

Structure (ORCA input):
```
! wB97M-V def2-TZVPD RIJCOSX def2/J DEFGRID3
* xyz 5 1
Ca 0.231 0.339 -2.773
Ca 2.253 -1.771 -0.245
Ca -2.062 2.161 0.462
Ca -0.282 -0.793 2.785
P -0.048 -0.005 -0.076
O -0.133 1.347 -0.834
O 0.133 -1.123 -1.139
O -1.266 -0.007 0.919
O 1.175 -0.148 0.901
*
```

Values from the calculation:
DFT total energy, hartree: -3350.86108
HOMO-LUMO gap, eV: 11.733